(1)
A structure of composition C49H59BBrGeN6ReTe, computed with the ωB97M-V functional and the def2-TZVPD basis.

Properties
- energy above the lowest of the compared OMol25 structures with the same formula, charge and spin (kJ/mol) = 0.0
- max |F| (eV/A) = 0.95
- charge = 0
- frontier orbital gap (alpha / beta) (eV) = 6.68 / 6.63
- lowest unoccupied orbital energy (alpha / beta) (eV) = 0.3041 / 0.3074
- E (eV) = -197372.3601

Atoms and positions in Å:
Re: 0.1396 -0.2347 -0.0057
C: -4.0196 2.4788 2.3726
C: -2.5665 2.1951 2.1742
C: -1.4701 2.7709 2.7746
C: -0.3460 2.1330 2.2112
N: -0.7480 1.2157 1.3455
N: -2.1080 1.2633 1.3153
B: -2.8746 0.3381 0.3630
N: -2.5721 -1.1147 0.7749
N: -1.2868 -1.4812 1.0626
C: -1.3459 -2.7139 1.5854
C: -2.6840 -3.1298 1.6318
C: -3.4259 -2.0948 1.1063
C: -4.9032 -1.9925 0.9185
C: -0.1719 -3.5016 2.1090
C: -0.5647 -4.1158 3.4582
C: 0.1926 -4.6239 1.1253
C: 1.0306 -2.5952 2.3095
N: -2.3767 0.6160 -1.0838
N: -1.0691 0.9667 -1.2804
C: -0.9772 1.5075 -2.4986
C: -2.2380 1.4791 -3.1044
C: -3.0942 0.9106 -2.1822
C: -4.5560 0.6370 -2.2933
C: 0.2680 2.1895 -2.9993
C: 1.2439 2.3565 -1.8461
C: 0.9124 1.4037 -4.1480
C: -0.1285 3.5846 -3.5010
C: 1.0960 2.4061 2.5242
C: 1.3118 3.9245 2.5686
C: 2.0530 1.8417 1.4596
C: 1.4070 1.8299 3.9140
H: -4.1352 3.2473 3.1354
H: -4.4893 2.8339 1.4531
H: -4.5599 1.5874 2.6976
H: -1.4806 3.5620 3.5081
H: -4.0526 0.5462 0.4287
H: -3.0623 -4.0674 2.0097
H: -5.3714 -2.9227 1.2359
H: -5.3266 -1.1746 1.5035
H: -5.1605 -1.8180 -0.1282
H: -1.3669 -4.8495 3.3509
H: 0.2999 -4.6274 3.8886
H: -0.8951 -3.3456 4.1601
H: -0.6754 -5.2547 0.9138
H: 0.5656 -4.2128 0.1847
H: 0.9763 -5.2547 1.5557
H: 0.7926 -1.7622 2.9765
H: 1.8537 -3.1661 2.7421
H: 1.3749 -2.2000 1.3501
H: -2.5017 1.8471 -4.0849
H: -4.9067 0.9305 -3.2811
H: -4.7618 -0.4263 -2.1628
H: -5.1281 1.1860 -1.5426
H: 1.5376 1.3866 -1.4251
H: 2.1573 2.8448 -2.1845
H: 0.7936 2.9581 -1.0532
H: 1.2657 0.4302 -3.8026
H: 0.2006 1.2497 -4.9647
H: 1.7669 1.9619 -4.5420
H: -0.6638 4.1403 -2.7275
H: 0.7710 4.1447 -3.7709
H: -0.7680 3.5244 -4.3850
H: 1.0311 4.3845 1.6177
H: 0.7262 4.3924 3.3629
H: 2.3674 4.1404 2.7559
H: 1.9677 2.4503 0.5604
H: 3.0577 2.0491 1.8555
H: 1.8768 -0.1908 2.0529
H: 0.7530 2.2763 4.6664
H: 1.2532 0.7476 3.9430
H: 2.4432 2.0464 4.1880
Te: 1.0433 -1.9097 -1.7969
Br: -5.1918 -3.4162 -4.0904
C: -3.4530 -2.9907 -3.4563
C: -3.0806 -3.3844 -2.1826
C: -1.8092 -3.0633 -1.7232
C: -0.9155 -2.3473 -2.5182
C: -1.3201 -1.9630 -3.7952
C: -2.5865 -2.2855 -4.2726
H: -3.7686 -3.9386 -1.5567
H: -1.5195 -3.3715 -0.7259
H: -0.6434 -1.4044 -4.4310
H: -2.8969 -1.9809 -5.2636
C: 1.9214 0.3460 1.1010
Ge: 3.7203 -0.1573 0.3961
C: 4.3467 1.1182 -0.9554
C: 4.1355 0.9327 -2.3251
C: 4.5894 1.8613 -3.2550
C: 5.2447 3.0076 -2.8283
C: 5.4568 3.2141 -1.4700
C: 5.0212 2.2718 -0.5458
C: 4.0664 -1.9900 -0.2130
C: 3.9776 -3.0038 0.7451
C: 4.2188 -4.3292 0.4136
C: 4.5785 -4.6635 -0.8866
C: 4.7222 -3.6644 -1.8380
C: 4.4685 -2.3390 -1.5027
C: 4.9864 -0.0283 1.9010
C: 6.3473 -0.1954 1.6198
C: 7.2934 -0.2020 2.6355
C: 6.8926 -0.0494 3.9586
C: 5.5478 0.1102 4.2562
C: 4.6047 0.1211 3.2319
H: 3.5826 0.0678 -2.6771
H: 4.4208 1.6923 -4.3130
H: 5.5928 3.7367 -3.5504
H: 5.9746 4.1037 -1.1311
H: 5.2304 2.4279 0.5074
H: 3.7473 -2.7490 1.7727
H: 4.1366 -5.1018 1.1703
H: 4.7611 -5.6982 -1.1521
H: 5.0290 -3.9155 -2.8471
H: 4.5946 -1.5752 -2.2596
H: 6.6708 -0.3228 0.5902
H: 8.3426 -0.3314 2.3983
H: 7.6277 -0.0595 4.7538
H: 5.2302 0.2254 5.2858
H: 3.5572 0.2402 3.4827

Löwdin population analysis, charges in e, atoms 1 to 4: atom 1 (Re): 1.006, atom 2 (C): -0.019, atom 3 (C): -0.259, atom 4 (C): 0.036

---

(2)
A structure of composition C49H59BF11N3O37S in a non-equilibrium geometry, computed with the ωB97M-V functional and the def2-TZVPD basis.

Properties
- max |F| (eV/A) = 2.09
- charge = 0
- frontier orbital gap (eV) = 8.08
- lowest unoccupied orbital energy (eV) = -1.1081
- E (eV) = -173402.0192

Atoms and positions in Å:
C: 6.4386 -1.9359 0.5181
C: 5.0909 -2.1790 -0.1772
O: 4.6281 -1.0576 -0.9008
C: 5.3910 -0.7302 -2.0537
C: 4.3939 -0.3004 -3.1146
O: 3.5944 -1.4008 -3.5103
C: 2.3277 -1.4458 -2.8807
C: 1.4297 -2.3424 -3.7369
O: 0.0888 -1.8907 -3.7417
C: -0.8490 -2.7811 -3.1770
C: -1.6867 -2.1164 -2.0966
C: -1.3297 -0.7826 -1.6767
C: -1.9674 -0.0990 -0.6877
B: -1.4305 1.3460 -0.2955
O: -2.3335 2.3777 -0.0511
C: 0.1347 1.5803 -0.2050
C: 0.5390 1.9104 1.2697
C: -3.0841 -0.7266 -0.0321
N: -3.8193 -0.2299 0.9336
S: -4.9212 -1.4050 1.2870
N: -4.4914 -2.5214 0.2099
C: -3.4480 -2.0762 -0.4781
C: -2.7327 -2.7720 -1.5120
C: -3.0935 -4.1812 -1.9554
N: -3.7675 -4.9995 -0.9232
H: 6.5101 -0.9210 0.9024
H: 7.2747 -2.1532 -0.1475
H: 6.5084 -2.6202 1.3663
H: 4.3488 -2.3820 0.5958
H: 5.1736 -3.0711 -0.8096
H: 6.0658 0.0992 -1.8085
H: 5.9927 -1.5720 -2.4063
H: 3.8105 0.5486 -2.7533
H: 4.9588 0.0252 -3.9950
H: 2.4518 -1.8618 -1.8749
H: 1.8688 -0.4577 -2.7745
H: 1.8215 -2.2426 -4.7571
H: 1.5361 -3.3944 -3.4655
H: -0.4178 -3.7111 -2.8005
H: -1.5500 -3.0650 -3.9723
H: -0.4866 -0.3074 -2.1549
H: -2.3648 2.5502 0.8965
H: 0.7094 0.7107 -0.5212
H: 0.3775 2.4015 -0.8897
H: 1.4982 1.4285 1.4565
H: -0.1876 1.5038 1.9747
H: 0.6960 2.9732 1.4221
H: -3.7086 -4.1107 -2.8561
H: -2.1511 -4.6756 -2.2140
H: -3.3897 -5.9360 -1.0114
H: -3.4582 -4.6876 -0.0106
C: -0.1236 6.8696 2.5238
C: 0.0395 7.0594 4.0038
O: 0.3757 5.7555 4.4529
C: 1.0004 5.1294 3.4135
O: 1.6292 4.1306 3.5055
O: 0.8066 5.8134 2.2539
F: -1.1217 7.4432 4.5878
H: -1.1309 6.5428 2.2598
H: 0.1208 7.7625 1.9562
H: 0.8316 7.7535 4.2864
C: 1.2478 12.2224 2.5133
C: 0.3872 11.1103 1.9651
O: 0.4762 10.1249 2.9824
C: 0.6941 10.7876 4.1620
O: 0.5665 10.3011 5.2317
O: 1.0706 12.0652 3.9252
F: 0.8882 10.6011 0.8124
H: 2.2988 12.0807 2.2579
H: 0.9288 13.2097 2.1901
H: -0.6593 11.3796 1.8132
C: 3.3780 -2.8577 -8.1974
C: 3.1681 -3.7137 -6.9721
O: 4.1418 -4.7320 -7.1364
C: 5.1700 -4.1821 -7.8569
O: 6.2517 -4.6532 -7.9489
O: 4.7808 -3.0222 -8.4309
F: 1.9337 -4.2833 -6.9511
H: 2.8176 -3.2267 -9.0571
H: 3.1301 -1.8130 -8.0307
H: 3.3396 -3.1993 -6.0244
C: 5.3501 2.1627 3.7974
C: 5.4403 1.4644 2.4663
O: 6.4514 0.4925 2.6951
C: 6.4159 0.1863 4.0266
O: 6.9347 -0.7595 4.5133
O: 5.6875 1.1066 4.7075
F: 5.8495 2.2998 1.4799
H: 6.0810 2.9673 3.8892
H: 4.3651 2.5555 4.0002
H: 4.5213 0.9647 2.1530
C: 1.6968 3.1409 7.5571
C: 2.4346 2.0653 6.7969
O: 2.9223 2.7674 5.6696
C: 3.0893 4.0726 6.0500
O: 3.7196 4.8674 5.4430
O: 2.4494 4.3103 7.2191
F: 1.5981 1.0836 6.3646
H: 0.6709 3.2532 7.2029
H: 1.6913 2.9783 8.6318
H: 3.2700 1.6171 7.3370
C: -0.4837 -0.7728 4.7391
C: -1.0571 0.2264 3.7624
O: -0.7272 -0.3502 2.5074
C: -0.6611 -1.6970 2.6909
O: -0.6574 -2.5014 1.8183
O: -0.6061 -1.9997 4.0081
F: -0.4634 1.4387 3.8661
H: 0.5668 -0.5777 4.9503
H: -1.0330 -0.8226 5.6756
H: -2.1394 0.3532 3.8253
C: 6.1025 -7.1743 -5.3991
C: 5.1983 -8.3168 -5.7871
O: 5.2771 -9.1667 -4.6554
C: 5.5426 -8.3765 -3.5735
O: 5.4217 -8.7145 -2.4462
O: 5.9502 -7.1459 -3.9740
F: 5.6546 -8.9820 -6.8767
H: 7.1445 -7.3757 -5.6505
H: 5.8069 -6.2297 -5.8451
H: 4.1574 -8.0331 -5.9540
C: -8.2286 0.3231 0.0256
C: -8.6851 0.5499 1.4445
O: -10.0937 0.6229 1.3060
C: -10.4296 -0.1373 0.2121
O: -11.5255 -0.4985 -0.0384
O: -9.3276 -0.4112 -0.5257
F: -8.2314 1.7299 1.9447
H: -8.1082 1.2612 -0.5190
H: -7.3048 -0.2455 -0.0376
H: -8.4299 -0.2537 2.1375
C: -0.0452 -5.1118 3.3765
C: -0.0008 -6.5998 3.1283
O: 0.7719 -7.0721 4.2186
C: 0.5874 -6.2001 5.2518
O: 0.8758 -6.4184 6.3788
O: 0.0178 -5.0523 4.8082
F: 0.6320 -6.9040 1.9681
H: 0.8195 -4.6039 2.9504
H: -0.9484 -4.6421 3.0058
H: -0.9761 -7.0902 3.1401
C: -1.1617 -2.9416 -6.7491
C: -0.8345 -1.7626 -7.6309
O: -1.8534 -1.8221 -8.6088
C: -2.9433 -2.4076 -8.0244
O: -4.0383 -2.3847 -8.4666
O: -2.5869 -3.0087 -6.8597
F: 0.3800 -1.8980 -8.2320
H: -0.7251 -3.8680 -7.1259
H: -0.8544 -2.7966 -5.7199
H: -0.8701 -0.7942 -7.1288
C: -11.2268 3.6256 1.3897
C: -10.2070 4.6413 1.8398
O: -11.0092 5.7630 2.1617
C: -12.2363 5.2895 2.5330
O: -13.0586 5.9240 3.0994
O: -12.3710 3.9897 2.1719
F: -9.3480 4.9777 0.8424
H: -11.4615 3.7354 0.3289
H: -10.9228 2.6006 1.5880
H: -9.6318 4.3444 2.7185

Löwdin population analysis, charges in e, atoms 1 to 4: atom 1 (C): -0.061, atom 2 (C): -0.267, atom 3 (O): -0.169, atom 4 (C): -0.187

---

(3)
A structure of composition C49H60ClN5O5PbS2SbSeTe, computed with the ωB97M-V functional and the def2-TZVPD basis.

Properties
- energy above the lowest of the compared OMol25 structures with the same formula, charge and spin (kJ/mol) = 73.2
- max |F| (eV/A) = 0.60
- spin multiplicity = 2
- charge = 0
- expectation value of S² = 0.759
- frontier orbital gap (alpha / beta) (eV) = 7.23 / 4.82
- lowest unoccupied orbital energy (alpha / beta) (eV) = 0.1725 / -2.2441
- E (eV) = -188092.4329

Atoms and positions in Å:
Pb: 0.5461 -0.6026 -0.5654
O: 0.7250 3.9454 4.0936
C: -0.5506 4.0172 3.7708
O: -1.2280 4.9836 4.0296
C: -1.1321 2.8325 3.0658
C: -2.4485 2.7297 2.6600
Cl: -3.6933 3.8832 2.7432
N: -2.6169 1.5097 2.0847
N: -1.4623 0.8272 2.0778
C: -0.5677 1.5908 2.6661
C: 0.8208 1.0230 2.7972
O: 1.6899 1.7013 3.3730
O: 0.9932 -0.1185 2.2934
C: -3.7626 0.8669 1.5210
C: -5.0324 1.0320 2.0571
C: -6.1006 0.3459 1.4957
C: -5.9077 -0.5045 0.4169
C: -4.6303 -0.6729 -0.1020
C: -3.5570 0.0085 0.4468
H: 1.1349 3.0626 3.8156
H: -5.1900 1.6726 2.9111
H: -7.0902 0.4749 1.9152
H: -6.7466 -1.0345 -0.0152
H: -4.4633 -1.3307 -0.9457
H: -2.5622 -0.1087 0.0410
O: -0.8280 -2.7280 -0.3771
N: -0.7135 -3.7799 -1.1683
C: -1.4273 -4.8870 -0.8468
C: -1.3378 -6.0361 -1.5803
C: -0.4835 -6.0584 -2.6858
C: 0.2262 -4.9297 -3.0072
C: 0.1178 -3.7494 -2.2498
S: 0.9819 -2.3260 -2.6705
H: -2.0466 -4.7683 0.0299
H: -1.9217 -6.8975 -1.2907
H: -0.3821 -6.9544 -3.2837
H: 0.8959 -4.9093 -3.8547
Te: -0.7764 -2.1825 2.4661
C: -2.1217 -3.6999 3.1379
C: -3.4848 -3.4591 2.9852
C: -4.4099 -4.3534 3.5082
C: -3.9766 -5.4933 4.1709
C: -2.6172 -5.7446 4.3061
C: -1.6901 -4.8495 3.7922
C: -0.6832 -1.4638 4.4564
C: 0.4606 -1.5584 5.2373
C: 0.4845 -0.9878 6.5033
C: -0.6300 -0.3207 6.9888
C: -1.7797 -0.2397 6.2143
C: -1.8078 -0.8104 4.9516
H: -3.8280 -2.5763 2.4548
H: -5.4686 -4.1564 3.3974
H: -4.6986 -6.1872 4.5815
H: -2.2784 -6.6363 4.8182
H: -0.6301 -5.0466 3.9095
H: 1.3444 -2.0590 4.8635
H: 1.3833 -1.0539 7.1026
H: -0.6027 0.1427 7.9664
H: -2.6527 0.2797 6.5881
H: -2.7082 -0.7402 4.3525
C: 6.4789 -0.3670 -2.9617
C: 6.4530 1.1000 -3.3845
C: 6.8386 2.0597 -2.2604
C: 5.8248 2.1395 -1.1229
N: 4.5397 2.6446 -1.5880
C: 3.3637 2.0007 -1.5843
S: 3.2256 0.4136 -0.9501
N: 2.3097 2.6421 -2.0818
C: 2.2942 4.0126 -2.5680
C: 2.7668 4.1399 -4.0152
C: 2.8110 5.5924 -4.4884
C: 3.9847 6.3780 -3.9067
H: 6.2582 -1.0187 -3.8080
H: 5.7356 -0.5736 -2.1898
H: 7.4641 -0.6401 -2.5739
H: 5.4567 1.3562 -3.7582
H: 7.1461 1.2481 -4.2157
H: 6.9853 3.0666 -2.6665
H: 7.7972 1.7502 -1.8335
H: 6.1948 2.8126 -0.3477
H: 5.6579 1.1679 -0.6660
H: 4.5538 3.5655 -1.9962
H: 1.3978 2.2047 -1.9544
H: 2.8803 4.6501 -1.8988
H: 1.2602 4.3494 -2.4886
H: 2.0881 3.5580 -4.6424
H: 3.7584 3.6864 -4.1270
H: 1.8703 6.0840 -4.2213
H: 2.8732 5.6088 -5.5779
H: 3.9513 6.4127 -2.8155
H: 3.9798 7.4093 -4.2608
H: 4.9358 5.9287 -4.2037
C: -5.6526 2.4981 -5.0722
C: -4.4909 2.2904 -4.1358
C: -3.7282 1.1329 -4.1753
C: -2.6412 0.9367 -3.3276
C: -1.8683 -0.3469 -3.4077
C: -2.3045 1.9440 -2.4159
Se: -0.7987 1.7651 -1.2263
C: -3.0681 3.1157 -2.3385
C: -2.7702 4.2410 -1.3796
C: -4.1469 3.2618 -3.2067
H: -5.8698 1.5936 -5.6403
H: -5.4404 3.2984 -5.7848
H: -6.5539 2.7812 -4.5252
H: -3.9848 0.3504 -4.8832
H: -2.2960 -1.0124 -4.1581
H: -1.8704 -0.8704 -2.4477
H: -0.8231 -0.1660 -3.6659
H: -2.1719 3.9151 -0.5320
H: -3.6983 4.6750 -1.0056
H: -2.2136 5.0355 -1.8847
H: -4.7392 4.1709 -3.1448
C: 3.6686 -3.9103 3.7247
Sb: 2.3982 -3.0887 2.1955
C: 3.9156 -2.7387 0.7178
C: 1.7838 -4.9951 1.3821
H: 4.4083 -4.5575 3.2548
H: 3.0601 -4.4861 4.4215
H: 4.1659 -3.1055 4.2644
H: 4.5467 -3.6259 0.6798
H: 4.4997 -1.8586 0.9801
H: 3.4365 -2.5741 -0.2478
H: 2.3287 -5.1975 0.4600
H: 0.7151 -4.9817 1.1655
H: 1.9914 -5.7871 2.1027

Löwdin population analysis, charges in e, atoms 1 to 4: atom 1 (Pb): 0.831, atom 2 (O): 0.116, atom 3 (C): -0.515, atom 4 (O): 0.060

---

Number 1 is which compound?
C49H59BBrGeN6ReTe

---

The lowest E belongs to which entry?
C49H59BBrGeN6ReTe

---

Which value of charge does entry 3 give?
0